Record 1
DFT (wB97M-V/def2-TZVPD) results for a cluster of 3 separate species, C5H8O2 in total.

Properties
* LUMO: 0.61 eV
* SMILES string: C1=CC1.C=O.C=O
* net charge: 0
* orbital gap: 9.91 eV
* E_tot: -345.630455 Eh
* M: 100.12 g/mol
* energy above the lowest of the compared OMol25 structures with the same formula, charge and spin: 458.2 kJ/mol

Geometry as XYZ:
```
15
Properties=species:S:1:pos:R:3:mulliken_charge:R:1
C -1.74 0.14 0.85 -0.4945
C -1.65 -0.50 -0.50 -0.3836
O 0.74 1.10 -1.48 -0.3800
C 0.90 1.83 -0.53 -0.2088
C 1.90 -1.08 -0.14 -0.1682
O 1.60 -0.90 1.01 -0.3980
C -1.37 -1.27 0.51 -0.1456
H -0.96 0.84 1.19 0.0876
H -2.72 0.36 1.29 0.2273
H -1.72 -0.34 -1.56 0.3527
H 0.27 2.71 -0.35 0.3195
H 1.70 1.64 0.22 0.2666
H 1.22 -1.57 -0.86 0.2397
H 2.88 -0.76 -0.55 0.3153
H -1.03 -2.21 0.91 0.3699
```



Record 2
DFT (wB97M-V/def2-TZVPD) results for a structure of composition C30H66BMgN4O30 in a non-equilibrium geometry.

Properties
* LUMO: 1.79 eV
* net charge: -1
* orbital gap: 8.27 eV
* E_tot: -3883.465936 Eh
* M: 997.97 g/mol
* energy above the lowest of the compared OMol25 structures with the same formula, charge and spin: 0.0 kJ/mol

Geometry as XYZ:
```
132
Properties=species:S:1:pos:R:3:mulliken_charge:R:1
Mg 1.49 -2.42 -2.46 2.1273
O -2.61 2.56 2.91 -0.5791
C -2.58 1.49 2.35 0.9682
O -2.36 1.34 1.04 -0.6508
B -2.27 -0.10 0.69 1.1633
O -2.57 -0.78 1.96 -0.5556
C -2.85 0.10 2.91 0.2415
O -3.11 -0.02 4.18 -0.6866
O -0.92 -0.51 0.23 0.0475
C -1.00 -1.12 -0.85 0.6461
O -0.06 -1.70 -1.37 -0.4519
C -2.51 -1.16 -1.27 0.4378
O -3.19 -0.45 -0.38 -0.5212
O -2.94 -1.70 -2.28 -0.6263
N 2.14 -4.60 -0.30 0.5744
O 3.16 -5.22 -0.59 -0.6765
O 1.86 -3.69 -1.05 -0.3756
O 1.45 -4.82 0.72 -0.5522
N 0.08 -1.27 -5.04 0.5728
O 0.71 -1.54 -4.04 -0.3482
O -0.61 -0.23 -5.04 -0.5609
O 0.19 -1.84 -6.07 -0.6665
C -2.55 -0.78 6.99 -0.6330
N -3.14 -1.92 6.31 1.0028
O -2.36 -2.75 5.80 -0.5283
O -4.35 -2.16 6.38 -0.5785
H -1.82 -0.35 6.30 0.1612
H -2.08 -1.20 7.88 0.3092
H -3.28 -0.03 7.28 0.2741
C -4.79 5.32 3.12 -0.6203
N -5.61 4.45 2.27 0.8797
O -6.72 4.06 2.77 -0.5479
O -5.22 4.34 1.12 -0.4629
H -4.35 6.17 2.61 0.2509
H -3.98 4.65 3.42 0.1743
H -5.41 5.58 3.98 0.3335
C -1.85 7.56 -3.03 -0.6669
O -0.66 8.01 -2.28 -0.4095
C -0.15 7.06 -1.34 -0.5210
C -1.07 6.71 -0.08 -0.3478
O -0.14 6.10 0.82 -0.3654
C -0.68 5.36 1.86 -0.2301
H -1.86 6.51 -3.34 0.3073
H -2.03 8.14 -3.93 0.2555
H -2.68 7.65 -2.33 0.2550
H 0.72 7.57 -0.91 0.3076
H 0.09 6.12 -1.82 0.3287
H -1.85 6.06 -0.47 0.3277
H -1.59 7.60 0.27 0.2778
H 0.03 4.95 2.58 0.0132
H -1.21 4.54 1.38 0.2049
H -1.48 5.80 2.45 0.2699
C -0.84 -4.66 -3.54 -0.9730
O 0.51 -4.62 -3.15 -0.2211
C 1.41 -5.26 -4.07 -0.7963
C 2.24 -4.27 -4.83 -0.3218
O 2.85 -3.39 -3.87 -0.3112
C 4.09 -3.89 -3.42 -0.8152
H -0.99 -4.59 -4.62 0.3869
H -1.50 -3.87 -3.20 0.1764
H -1.20 -5.66 -3.30 0.3840
H 0.98 -6.10 -4.62 0.5806
H 2.03 -5.83 -3.38 0.3075
H 1.59 -3.71 -5.50 0.0439
H 2.87 -4.78 -5.56 0.4706
H 4.27 -3.48 -2.42 0.1353
H 4.97 -3.57 -3.96 0.2193
H 4.13 -4.97 -3.26 0.3750
C 3.39 -0.20 -3.26 -1.0795
O 3.09 -1.24 -2.28 0.2426
C 3.72 -1.04 -1.00 -0.6802
C 3.27 0.14 -0.17 -1.0509
O 1.98 0.01 0.52 0.1663
C 1.43 1.22 0.91 -0.5028
H 3.01 0.73 -2.86 0.3057
H 2.92 -0.29 -4.24 0.2486
H 4.47 -0.08 -3.37 0.3674
H 4.78 -0.78 -1.07 0.5492
H 3.63 -1.95 -0.42 0.1095
H 3.36 1.01 -0.82 0.3787
H 3.91 0.23 0.71 0.4446
H 0.65 0.90 1.61 -0.6915
H 1.12 1.80 0.03 0.3232
H 2.09 1.87 1.48 0.6445
C 3.76 -5.96 3.03 -0.7799
O 2.48 -5.26 3.25 -0.2765
C 2.73 -3.98 3.80 -0.5604
C 1.47 -3.22 4.08 -0.3269
O 0.70 -3.35 2.88 -0.1736
C -0.30 -2.34 2.65 -0.6098
H 3.68 -6.95 2.58 0.2562
H 4.15 -6.02 4.05 0.3538
H 4.36 -5.42 2.29 0.2587
H 3.30 -3.31 3.16 0.1850
H 3.27 -4.03 4.75 0.4800
H 1.83 -2.20 4.23 0.0823
H 1.01 -3.48 5.03 0.3273
H -0.74 -2.57 1.67 0.1426
H 0.07 -1.32 2.66 0.2682
H -1.08 -2.51 3.39 0.3535
C -3.93 1.03 -4.44 -0.7765
O -3.30 0.54 -5.55 -0.1355
C -3.94 -0.47 -6.34 -0.6035
C -2.83 -1.18 -7.15 -0.3827
O -1.87 -0.31 -7.66 -0.1981
C -1.44 -0.55 -8.96 -0.8985
H -4.01 0.23 -3.70 0.1839
H -4.93 1.45 -4.56 0.3681
H -3.38 1.75 -3.84 0.2546
H -4.73 -0.07 -6.96 0.3004
H -4.46 -1.18 -5.69 0.3528
H -3.28 -1.69 -8.00 0.6229
H -2.37 -1.98 -6.57 0.0173
H -2.30 -0.44 -9.62 0.3938
H -1.04 -1.56 -9.03 0.2890
H -0.75 0.24 -9.26 0.2384
C 2.39 0.15 6.97 -0.8097
O 2.21 1.44 6.49 -0.2509
C 3.28 2.26 5.94 -0.5507
C 2.69 3.43 5.03 -0.6882
O 1.82 3.11 3.92 -0.2123
C 0.47 2.84 4.17 -0.3362
H 3.07 0.23 7.82 0.3539
H 2.86 -0.52 6.24 0.3125
H 1.56 -0.51 7.22 0.2591
H 3.88 1.69 5.23 0.3035
H 4.02 2.56 6.68 0.4221
H 3.49 3.94 4.49 0.3726
H 2.33 4.22 5.69 0.3599
H -0.20 3.69 4.27 0.3057
H 0.27 2.17 5.02 0.3066
H 0.13 2.30 3.29 -0.1203
```



Record 3
DFT (wB97M-V/def2-TZVPD) results for a structure of composition C8H14FNOS in a non-equilibrium geometry.

Properties
* LUMO (spin up / spin down): -4.00 / -3.79 eV
* net charge: 0
* orbital gap (spin up / spin down): 3.79 / 4.13 eV
* E_tot: -940.955412 Eh
* M: 191.27 g/mol
* energy above the lowest of the compared OMol25 structures with the same formula, charge and spin: 506.1 kJ/mol

Geometry as XYZ:
```
26
Properties=species:S:1:pos:R:3:mulliken_charge:R:1
C 1.21 0.86 -1.25 -0.4174
C 2.58 1.18 -1.04 -0.3185
C 0.08 1.12 -0.52 0.8727
C -2.04 -2.41 1.19 -1.3421
C -1.21 0.66 -1.06 -1.3284
C 0.10 1.87 0.78 -0.1495
C -1.09 -1.67 0.14 -0.2893
C -1.90 -0.34 -0.14 -0.8306
N 3.01 1.97 -0.17 -0.5109
O 1.14 2.72 0.98 -0.5920
F 3.37 -1.76 0.43 -0.2020
S 4.82 -0.94 0.35 0.0099
H 0.80 0.29 -2.20 0.1091
H 3.22 0.54 -1.51 0.6077
H -2.31 -1.85 2.03 0.4156
H -1.30 -3.10 1.70 0.3530
H -2.78 -2.93 0.68 0.3794
H -1.91 1.41 -1.11 0.3843
H -1.11 0.40 -2.13 0.5053
H -0.04 1.18 1.61 0.2431
H -0.80 2.63 0.85 0.2478
H -0.07 -1.43 0.59 0.2617
H -0.91 -2.26 -0.71 0.3624
H -2.34 0.07 0.74 0.4860
H -2.71 -0.80 -0.72 0.3794
H 2.18 2.56 0.50 0.3635
```



Record 4
DFT (wB97M-V/def2-TZVPD) results for a structure of composition CH2N2O3 in a non-equilibrium geometry.

Properties
* LUMO: -1.22 eV
* net charge: 0
* orbital gap: 9.71 eV
* E_tot: -374.243977 Eh
* M: 90.04 g/mol
* energy above the lowest of the compared OMol25 structures with the same formula, charge and spin: 617.4 kJ/mol

Geometry as XYZ:
```
8
Properties=species:S:1:pos:R:3:mulliken_charge:R:1
C 0.13 -0.07 -0.59 0.0674
N -0.24 -1.21 -0.61 0.5285
N -0.09 1.46 -0.68 0.8734
O -0.45 -2.35 -0.45 -0.5443
O -1.07 1.71 -1.32 -0.4360
O 0.59 2.23 -0.04 -0.4340
H 0.51 -0.68 1.51 -0.2795
H 0.62 -1.08 2.18 0.2246
```



> Look up the M of the first one.

100.12 g/mol



> Among the records above, which one has the lowest E_tot?

C30H66BMgN4O30